# 1
{"formula": "C13H8AuBrN3O4", "method": "the ωB97M-V functional and the def2-TZVPD basis", "charge": 1, "de_lowest_kj_mol": 121.9, "homo_lumo_gap_ev": 7.306, "species": ["Au", "Br", "O", "O", "O", "O", "N", "N", "N", "C", "C", "C", "C", "C", "C", "C", "C", "C", "C", "C", "C", "C", "H", "H", "H", "H", "H", "H", "H", "H"], "positions_angstrom": [[-1.501, 0.027, -1.217], [3.950, -2.788, -0.303], [-1.306, 3.487, 0.780], [-1.519, 1.999, -0.879], [-1.654, -1.937, -0.863], [-1.346, -3.418, 0.790], [-1.532, 0.034, 0.744], [1.044, 0.019, -0.943], [-1.552, 0.022, -4.337], [1.738, 1.141, -1.165], [-1.573, 0.023, -3.196], [-1.603, -1.169, 2.745], [3.088, -1.162, -0.665], [-1.578, 1.250, 2.736], [-1.445, 2.361, 0.410], [-1.560, -1.134, 1.368], [-1.512, -2.295, 0.422], [-1.531, 1.206, 1.360], [1.705, -1.114, -0.696], [3.812, -0.006, -0.903], [3.121, 1.167, -1.153], [-1.621, 0.043, 3.433], [3.649, 2.092, -1.337], [-1.581, 2.216, 3.222], [1.156, 2.038, -1.346], [-1.625, -2.131, 3.238], [4.894, -0.028, -0.893], [-1.570, 0.017, -5.342], [1.116, -2.008, -0.524], [-1.663, 0.048, 4.513]], "forces_ev_per_angstrom": [[-0.47, 0.01, 1.18], [0.04, -0.06, 0.01], [-0.07, -0.04, -0.10], [0.13, 0.50, -0.45], [0.20, -0.51, -0.45], [-0.12, 0.04, -0.09], [-0.18, 0.01, 0.30], [0.36, -0.02, -0.02], [-0.09, 0.00, -0.04], [-0.03, -0.15, 0.09], [0.06, 0.00, -0.21], [0.01, 0.03, 0.07], [-0.03, -0.02, 0.02], [0.02, -0.03, 0.07], [0.04, 0.20, -0.22], [0.00, 0.04, 0.09], [0.03, -0.21, -0.21], [0.02, -0.03, 0.10], [-0.04, 0.19, -0.05], [0.05, 0.02, -0.01], [0.01, 0.06, -0.02], [0.00, 0.00, -0.11], [-0.01, -0.01, 0.00], [0.01, -0.03, 0.04], [0.01, 0.01, -0.03], [0.01, 0.03, 0.04], [-0.01, 0.01, 0.02], [0.01, 0.00, 0.02], [0.02, -0.02, -0.03], [0.00, 0.00, 0.00]]}



# 2
{"formula": "C13H8ClN5OS2", "method": "the ωB97M-V functional and the def2-TZVPD basis", "charge": 0, "de_lowest_kj_mol": 162.8, "homo_lumo_gap_ev": 8.648, "species": ["Cl", "S", "S", "O", "N", "N", "N", "N", "N", "C", "C", "C", "C", "C", "C", "C", "C", "C", "C", "C", "C", "C", "H", "H", "H", "H", "H", "H", "H", "H"], "positions_angstrom": [[-6.581, 5.415, -0.902], [0.085, 1.341, 0.852], [5.050, -4.342, 0.999], [2.172, -1.702, 0.085], [-2.522, 1.459, 0.943], [1.703, -1.795, 2.168], [2.731, -2.608, 1.972], [-1.766, 3.301, -0.185], [-4.918, 1.998, 0.682], [-3.620, 2.239, 0.575], [-4.080, 4.349, -0.512], [-3.174, 3.393, -0.110], [4.122, -3.228, 0.081], [-5.753, 2.826, 0.127], [3.065, -2.456, 0.719], [1.306, -1.212, 1.052], [4.263, -3.254, -1.313], [-5.438, 4.149, -0.401], [0.089, -0.462, 0.567], [-1.482, 2.099, 0.489], [5.893, -4.767, -0.451], [5.403, -4.152, -1.609], [-3.614, 5.195, -1.027], [-6.823, 2.607, 0.097], [6.552, -5.642, -0.463], [-0.156, -0.641, -0.449], [3.633, -2.674, -1.964], [5.829, -4.547, -2.586], [-1.170, 3.909, -0.648], [-0.799, -0.800, 1.211]], "forces_ev_per_angstrom": [[0.72, -1.34, 0.39], [2.01, 1.98, -0.08], [0.49, 0.52, -1.19], [0.30, 1.20, -1.56], [-1.07, 0.65, -0.19], [-3.34, 1.99, 0.74], [1.22, 0.54, -0.52], [-2.23, -2.46, 1.82], [0.12, -1.23, -0.04], [1.04, 1.03, -0.96], [1.06, 1.56, -1.29], [0.52, -1.03, 0.81], [-1.59, 0.77, -1.84], [-1.91, 2.80, -0.40], [-0.62, -1.32, 0.84], [1.89, -1.98, 0.17], [2.56, -1.52, 1.93], [0.92, -1.61, 0.47], [-2.33, -0.54, 2.60], [-0.34, -1.18, -0.03], [-0.81, -0.15, -1.13], [-0.21, -0.87, 0.42], [-0.68, 0.20, 0.25], [0.23, -0.41, 0.36], [-0.06, 0.67, 0.14], [0.21, -0.49, -0.90], [0.19, 0.02, -0.22], [-0.92, 1.09, 1.19], [1.37, 1.02, -0.79], [1.27, 0.10, -1.01]]}



# 3
{"formula": "C13H8N3O10SSe4Ta", "method": "the ωB97M-V functional and the def2-TZVPD basis", "charge": 0, "de_lowest_kj_mol": 139.4, "homo_lumo_gap_ev": 7.248, "species": ["Ta", "Se", "Se", "Se", "Se", "S", "O", "O", "O", "O", "O", "O", "O", "O", "O", "O", "N", "N", "N", "C", "C", "C", "C", "C", "C", "C", "C", "C", "C", "C", "C", "C", "H", "H", "H", "H", "H", "H", "H", "H"], "positions_angstrom": [[0.228, 2.625, -0.779], [1.295, 4.843, -0.255], [-1.841, 4.458, -1.199], [-0.635, 6.190, -0.214], [-1.988, 2.926, 0.525], [-1.603, 1.037, -3.121], [-0.678, 0.348, -3.955], [1.333, 1.270, -1.973], [0.644, 1.338, 0.664], [3.999, -3.788, 1.764], [4.971, -3.062, -0.019], [-2.776, 1.634, -3.675], [-0.001, 0.552, 3.156], [-0.840, 2.211, -2.385], [2.816, 2.382, -0.797], [-0.002, -1.598, 3.330], [4.142, -2.988, 0.863], [-2.818, -1.849, 1.840], [0.381, -0.550, 2.842], [1.452, 0.287, 0.749], [3.339, -0.922, -0.211], [-3.278, 0.219, -1.151], [-1.392, -1.509, -0.064], [3.214, -1.846, 0.818], [2.454, 0.127, -0.230], [-3.562, -0.445, 0.027], [-2.601, -1.283, 0.606], [-2.042, 0.033, -1.765], [-1.115, -0.851, -1.241], [2.335, 1.300, -1.132], [1.393, -0.648, 1.778], [2.256, -1.729, 1.805], [-0.688, -2.224, 0.349], [-2.214, -2.599, 2.132], [-3.776, -1.971, 2.121], [2.178, -2.466, 2.590], [4.113, -1.037, -0.956], [-4.513, -0.293, 0.522], [-0.181, -1.016, -1.768], [-3.998, 0.894, -1.591]], "forces_ev_per_angstrom": [[-1.00, -0.63, -1.22], [0.25, 0.06, -0.07], [0.03, 0.35, 0.20], [0.09, 0.03, 0.07], [0.61, -0.20, 0.00], [-0.07, 0.00, -0.03], [0.13, -0.06, -0.11], [0.58, 0.18, 1.02], [-0.21, 0.04, -0.01], [0.06, 0.01, 0.04], [0.06, 0.02, 0.03], [-0.07, 0.02, 0.01], [-0.01, 0.04, 0.06], [-0.02, 0.13, 0.12], [-0.02, 0.37, 0.03], [0.06, 0.01, 0.00], [-0.16, -0.06, -0.08], [-0.25, -0.14, -0.01], [-0.05, -0.09, -0.17], [0.21, 0.18, 0.18], [-0.05, 0.06, 0.02], [0.10, -0.17, 0.11], [-0.02, -0.07, 0.08], [-0.06, 0.05, 0.11], [0.05, -0.18, 0.06], [0.07, 0.10, -0.16], [0.09, -0.17, 0.15], [-0.36, 0.19, -0.04], [0.26, -0.10, -0.04], [-0.36, 0.01, -0.32], [-0.08, -0.17, 0.00], [0.08, -0.04, -0.05], [0.02, 0.05, -0.01], [0.07, 0.07, -0.03], [0.01, 0.07, 0.05], [0.02, 0.00, -0.01], [0.00, -0.01, 0.00], [0.00, 0.00, 0.01], [-0.04, 0.01, 0.03], [0.00, 0.02, -0.03]]}



# 4
{"formula": "C13H9AuCl3N5O4S2", "method": "the ωB97M-V functional and the def2-TZVPD basis", "charge": -2, "homo_lumo_gap_ev": 6.666, "species": ["Au", "Cl", "Cl", "Cl", "S", "S", "O", "O", "O", "O", "N", "N", "N", "N", "N", "C", "C", "C", "C", "C", "C", "C", "C", "C", "C", "C", "C", "C", "H", "H", "H", "H", "H", "H", "H", "H", "H"], "positions_angstrom": [[-3.900, -0.086, -1.254], [-6.564, -5.060, -1.256], [-3.894, -4.515, -0.278], [-4.425, -4.921, -3.106], [-3.708, 1.944, -0.250], [4.448, 1.817, 1.142], [4.174, 2.652, 2.345], [-4.055, -2.119, -1.776], [5.591, 2.150, 0.326], [-6.335, -2.167, -1.739], [3.611, -1.793, 2.130], [-5.765, 3.381, -1.633], [2.329, 0.258, 2.445], [-0.449, 1.831, -2.221], [4.552, 0.286, 1.456], [1.438, -1.898, 3.009], [1.364, -0.471, 2.953], [-5.057, -4.211, -1.542], [-4.918, 2.779, -1.119], [2.608, -2.511, 2.523], [1.911, 1.394, -1.971], [3.059, 1.400, -1.166], [3.047, 1.987, 0.134], [3.488, -0.438, 1.977], [0.704, 1.921, -1.481], [0.658, 2.484, -0.240], [-5.226, -2.644, -1.778], [1.847, 2.521, 0.529], [0.642, -2.451, 3.440], [-1.367, 1.704, -1.824], [3.957, 0.938, -1.546], [2.616, -3.594, 2.410], [1.954, 0.851, -2.887], [-0.253, 2.664, 0.202], [0.529, 0.067, 3.397], [1.847, 2.823, 1.581], [-0.456, 1.026, -2.935]], "forces_ev_per_angstrom": [[-0.09, -0.42, 0.23], [-0.32, 0.12, 0.39], [0.05, -0.19, 0.35], [0.10, 0.27, 0.27], [-0.20, 0.26, -0.43], [-0.55, 1.33, 2.41], [0.72, -0.90, -1.73], [-0.68, 0.31, -0.62], [0.24, 0.30, 0.01], [0.01, 0.05, -0.50], [1.85, 1.23, -1.71], [0.38, -0.17, 0.11], [1.58, -0.91, -0.87], [-1.17, -2.46, -3.43], [-1.49, -2.55, 0.74], [0.45, 1.13, -0.31], [1.02, -1.79, 0.10], [0.15, -0.11, -1.48], [-0.18, 0.12, 0.14], [-2.48, 1.03, 0.77], [1.04, 0.21, 1.53], [-0.74, 0.55, 0.13], [-0.96, -0.46, -2.85], [-0.40, 1.53, 1.14], [0.11, -0.70, -0.32], [3.27, -0.39, 0.74], [0.74, -0.26, 1.50], [-0.73, 0.08, 1.25], [-0.62, -0.50, 0.15], [0.13, 0.64, 1.05], [0.16, -0.06, 0.08], [0.49, 0.01, 0.29], [-0.15, -0.12, -0.70], [-1.86, 0.86, 0.87], [-0.13, -0.05, -0.17], [-0.34, 0.20, -0.42], [0.60, 1.81, 1.29]]}



# 5
{"formula": "C13H9BCl5OS", "method": "the ωB97M-V functional and the def2-TZVPD basis", "charge": -1, "homo_lumo_gap_ev": 4.240, "species": ["Cl", "Cl", "Cl", "Cl", "Cl", "S", "O", "C", "C", "C", "C", "C", "C", "C", "C", "C", "C", "C", "C", "C", "B", "H", "H", "H", "H", "H", "H", "H", "H", "H"], "positions_angstrom": [[2.895, 0.764, 3.353], [-5.515, 1.852, 1.546], [3.277, 0.419, 0.336], [-0.391, -4.428, -1.490], [3.463, 3.240, 1.586], [0.200, 0.853, -2.108], [1.198, 1.802, 1.477], [0.008, -1.812, -1.935], [0.342, 0.854, 1.432], [-1.963, 0.036, 1.468], [0.570, -3.085, -1.964], [0.799, -0.681, -2.296], [-3.337, 0.251, 1.505], [2.115, -0.906, -2.795], [2.656, -2.177, -2.810], [-2.942, 2.662, 1.581], [-1.069, 1.129, 1.478], [-1.571, 2.448, 1.558], [1.894, -3.287, -2.395], [-3.828, 1.570, 1.546], [2.659, 1.588, 1.684], [3.682, -2.317, -3.147], [-1.534, -0.968, 1.433], [-4.045, -0.575, 1.496], [2.681, -0.035, -3.121], [-0.868, 3.278, 1.601], [-3.334, 3.675, 1.625], [2.294, -4.296, -2.412], [0.687, -0.187, 1.400], [-1.025, -1.667, -1.632]], "forces_ev_per_angstrom": [[-0.16, 0.24, -0.18], [-0.41, 0.05, 0.03], [-0.24, 0.46, 0.54], [-0.40, -0.71, 0.23], [-0.19, -0.21, 0.10], [-0.99, 2.20, 0.62], [-1.72, -0.80, 0.32], [0.83, -0.22, -0.14], [1.03, 0.90, -0.65], [0.28, 0.43, 0.04], [1.09, 1.27, -0.67], [0.54, -2.03, -0.23], [-0.10, 0.40, 0.01], [-0.41, -0.15, 0.33], [-0.47, -0.39, 0.07], [-0.01, -0.23, 0.02], [-0.68, 0.13, 0.04], [-0.02, -0.51, -0.02], [-0.28, 0.09, 0.12], [1.50, -0.33, -0.07], [1.12, -0.76, -0.51], [-0.20, -0.08, 0.04], [-0.33, 0.23, -0.07], [0.22, 0.15, -0.02], [-0.06, -0.22, 0.15], [-0.20, -0.17, -0.09], [0.01, -0.20, -0.01], [0.02, 0.17, 0.01], [0.07, 0.27, -0.02], [0.16, 0.02, 0.01]]}



# 6
{"formula": "C13H9ClN6S", "method": "the ωB97M-V functional and the def2-TZVPD basis", "charge": 0, "de_lowest_kj_mol": 0.0, "homo_lumo_gap_ev": 8.483, "species": ["Cl", "S", "N", "N", "N", "N", "N", "N", "C", "C", "C", "C", "C", "C", "C", "C", "C", "C", "C", "C", "C", "H", "H", "H", "H", "H", "H", "H", "H", "H"], "positions_angstrom": [[-0.139, 0.761, -4.654], [1.054, 2.398, -0.060], [-1.000, -3.732, -2.242], [-1.034, -2.859, -0.210], [-0.484, -1.680, -3.526], [-0.021, 1.125, 1.966], [-0.220, 0.190, -2.073], [-0.428, -0.108, 0.247], [-1.194, -3.980, -0.877], [0.155, 1.081, 0.678], [-0.762, -1.899, -1.179], [1.192, 3.080, 1.549], [1.677, 4.662, 3.302], [-0.254, -0.365, -3.303], [-0.439, -0.587, -1.023], [1.749, 4.317, 1.957], [0.503, 2.310, 2.465], [0.437, 2.666, 3.821], [-0.739, -2.402, -2.434], [0.979, 3.873, 4.211], [-1.005, -4.785, -3.254], [0.922, 4.120, 5.284], [-0.119, 2.056, 4.545], [-1.950, -5.334, -3.250], [2.248, 4.940, 1.240], [-1.341, -4.962, -0.446], [-0.181, -5.469, -3.056], [-0.874, -4.366, -4.249], [2.079, 5.643, 3.604], [-0.813, -0.696, 0.967]], "forces_ev_per_angstrom": [[0.10, -1.00, 0.79], [-0.42, -0.70, 0.14], [-0.44, -1.87, -0.81], [-0.19, -0.42, -0.01], [0.27, 1.41, -1.38], [0.44, 1.72, 0.09], [0.52, 0.58, -1.05], [0.91, 1.04, -2.40], [0.95, 2.52, -0.96], [-1.03, -1.28, 2.08], [-0.45, -1.29, 1.64], [0.14, 1.55, 0.07], [0.02, 1.17, -0.65], [-0.86, -1.79, 1.50], [-0.22, 1.09, 0.50], [-0.16, -1.08, 0.13], [0.04, -1.26, 0.84], [-0.49, 0.27, -0.02], [0.11, -0.21, -0.14], [0.19, -0.67, 0.96], [-0.02, 0.01, -0.02], [0.06, 0.18, -0.71], [0.34, 0.12, -0.51], [0.10, 0.08, 0.11], [0.16, 0.27, -0.11], [-0.14, 0.12, -0.26], [-0.04, -0.09, -0.08], [0.05, 0.22, 0.12], [-0.13, -0.69, -0.08], [0.19, 0.00, 0.25]]}



# 7
{"formula": "C13H9FN2S", "method": "the ωB97M-V functional and the def2-TZVPD basis", "charge": 0, "de_lowest_kj_mol": 149.1, "homo_lumo_gap_ev": 8.145, "species": ["S", "F", "N", "N", "C", "C", "C", "C", "C", "C", "C", "C", "C", "C", "C", "C", "C", "H", "H", "H", "H", "H", "H", "H", "H", "H"], "positions_angstrom": [[0.679, 1.819, -0.585], [-0.699, -1.060, 3.346], [1.678, -0.978, 0.027], [1.970, -0.945, 2.169], [1.359, -1.839, -2.021], [0.541, 0.379, -1.552], [-0.097, 0.488, -2.794], [1.170, -0.529, 1.164], [0.849, -1.765, -3.329], [-1.557, 2.137, 0.892], [0.041, -0.614, -3.730], [-0.022, 0.332, 1.477], [1.106, -0.807, -1.168], [-0.841, 0.008, 2.541], [-2.326, 1.924, 2.041], [-1.988, 0.885, 2.903], [-0.335, 1.379, 0.626], [-3.230, 2.423, 2.327], [0.925, -2.637, -4.071], [2.731, -1.581, 1.873], [-0.291, -0.548, -4.752], [-2.495, 0.862, 3.884], [1.660, -0.854, 3.115], [-0.654, 1.413, -2.916], [-1.946, 2.892, 0.254], [1.772, -2.785, -1.721]], "forces_ev_per_angstrom": [[2.00, 1.45, -2.40], [0.70, 0.07, -0.39], [-0.85, 0.68, 3.50], [0.22, -0.05, 0.82], [-1.66, -1.18, -3.50], [-1.12, 0.33, -2.02], [0.67, -2.01, -0.81], [2.07, -1.06, -1.67], [-1.55, 0.75, -0.97], [1.08, -1.20, 0.58], [1.57, 0.19, 2.12], [0.70, -2.13, 0.19], [1.08, 0.29, 0.21], [-3.65, 2.65, 1.51], [1.19, -1.78, 0.23], [2.35, -1.01, -0.48], [-4.96, 1.45, 3.19], [-0.15, 0.80, -0.41], [0.10, 1.47, 1.28], [-0.99, 0.70, 0.59], [-0.37, 0.04, -0.02], [0.34, -0.77, -0.72], [0.27, -0.16, 0.34], [0.06, -0.22, -0.76], [0.43, 0.52, -0.88], [0.46, 0.15, 0.45]]}



# 8
{"formula": "C13H9N2SeTl", "method": "the ωB97M-V functional and the def2-TZVPD basis", "charge": -2, "de_lowest_kj_mol": 24.3, "homo_lumo_gap_ev": [4.049, 3.657], "species": ["Tl", "Se", "N", "N", "C", "C", "C", "C", "C", "C", "C", "C", "C", "C", "C", "C", "C", "H", "H", "H", "H", "H", "H", "H", "H", "H"], "positions_angstrom": [[-0.379, 0.368, 1.171], [-3.095, 0.863, -0.763], [-3.797, 0.175, -2.299], [-1.490, -0.098, -0.981], [5.189, -0.055, 2.320], [-0.600, -1.514, -2.765], [-2.053, -2.026, -4.631], [4.150, -0.152, 1.435], [-3.065, -1.255, -4.070], [3.670, 0.514, 4.072], [2.780, 0.045, 1.828], [4.979, 0.268, 3.659], [-0.840, -2.157, -3.983], [1.737, -0.088, 0.958], [-2.854, -0.603, -2.854], [2.615, 0.402, 3.215], [-1.590, -0.741, -2.177], [0.359, -1.624, -2.273], [1.607, 0.609, 3.565], [6.208, -0.225, 1.977], [4.349, -0.373, 0.392], [-2.215, -2.505, -5.595], [-0.054, -2.766, -4.421], [-4.025, -1.136, -4.560], [5.804, 0.341, 4.359], [3.479, 0.799, 5.107]], "forces_ev_per_angstrom": [[0.17, 0.25, 0.63], [0.78, -1.04, -0.57], [0.07, 0.31, 0.36], [-0.84, 0.27, -0.79], [0.18, -0.01, 0.03], [0.60, -0.72, -0.57], [-0.80, 0.15, -0.35], [0.18, -0.06, -0.33], [0.14, -0.47, -0.65], [-0.13, 0.02, 0.28], [0.16, 0.04, 0.16], [0.60, 0.07, 0.47], [0.76, 0.08, 0.61], [-0.63, -0.20, -0.73], [-0.53, 0.44, 0.12], [-0.28, 0.16, 0.19], [-0.55, 0.74, 1.05], [-0.02, 0.06, 0.09], [0.05, -0.05, 0.02], [-0.02, -0.01, -0.07], [-0.02, -0.06, -0.03], [0.01, -0.02, 0.11], [-0.01, 0.05, 0.02], [0.06, 0.00, 0.01], [0.05, 0.01, -0.01], [0.00, -0.03, -0.03]]}



Number 1: maximum force 1.3 eV/A, E -99997.6429 eV. Number 2: maximum force 4.0 eV/A, E -57299.2852 eV. Number 3: maximum force 1.7 eV/A, E -312326.3542 eV. Number 4: maximum force 4.4 eV/A, E -92200.2430 eV. Number 5: maximum force 2.5 eV/A, E -89804.0954 eV. Number 6: maximum force 2.9 eV/A, E -45926.1210 eV. Number 7: maximum force 6.1 eV/A, E -30158.3858 eV. Number 8: maximum force 1.4 eV/A, E -86641.5752 eV.